ORCA calculation (ωB97M-V/def2-TZVPD) on a structure of composition C18H54O9 in a non-equilibrium geometry.

Properties
relative energy (zero: lowest compared OMol25 entry of this formula, charge and spin) = 410.54 kcal/mol
2S+1 = 1

Geometry as XYZ:
```
81
Properties=species:S:1:pos:R:3:mulliken_charge:R:1
C -4.197 -0.135 0.294 -1.49
C -4.168 -0.927 -0.942 1.83
O -4.810 -0.283 -2.039 -0.57
H -3.504 -0.549 1.026 0.35
H -5.229 0.044 0.597 0.49
H -3.868 0.887 0.105 0.27
H -4.681 -1.845 -0.654 0.29
H -3.160 -1.142 -1.296 -0.61
H -4.766 -0.745 -2.879 0.42
C 2.281 -2.548 0.821 0.23
C 1.663 -3.876 0.600 -0.73
O 2.202 -4.755 1.552 -0.57
H 3.366 -2.588 0.735 0.36
H 1.981 -2.120 1.777 -0.58
H 1.847 -1.834 0.121 0.35
H 1.774 -4.109 -0.459 0.41
H 0.593 -3.761 0.774 0.23
H 1.736 -4.661 2.386 0.32
C -2.431 1.413 1.593 -0.41
C -1.824 0.194 2.323 0.40
O -2.490 -0.026 3.559 -0.64
H -1.987 1.619 0.619 0.54
H -2.378 2.345 2.155 0.51
H -3.474 1.231 1.336 0.71
H -0.749 0.366 2.364 -0.98
H -1.964 -0.690 1.702 0.37
H -2.530 0.753 4.118 0.45
C -0.862 -0.154 -1.134 -0.56
C -0.127 -0.178 0.227 2.93
O 0.667 -1.364 0.421 -0.49
H -0.203 -0.311 -1.989 0.35
H -1.231 0.871 -1.184 0.28
H -1.775 -0.748 -1.170 -2.68
H -0.850 -0.105 1.039 -0.04
H 0.553 0.674 0.221 -1.99
H 1.290 -1.312 1.149 0.71
C 1.031 3.155 0.752 -0.74
C -0.286 2.884 -0.074 1.04
O -1.078 4.121 -0.068 -0.63
H 0.711 3.480 1.742 0.35
H 1.503 4.067 0.387 0.40
H 1.640 2.252 0.705 0.06
H -0.814 2.010 0.310 -1.43
H -0.006 2.669 -1.105 0.09
H -1.989 3.818 -0.082 0.41
C -1.657 -1.902 -2.655 -0.85
C -2.719 -2.917 -3.193 -0.46
O -2.479 -2.901 -4.623 -0.55
H -1.775 -0.920 -3.111 0.41
H -0.683 -2.359 -2.828 0.33
H -1.751 -1.860 -1.569 0.96
H -3.688 -2.473 -2.964 0.09
H -2.729 -3.956 -2.863 0.33
H -1.898 -3.653 -4.758 0.33
C 2.698 1.352 0.299 1.42
C 3.395 0.051 0.018 -0.27
O 4.628 0.310 -0.662 -0.59
H 1.756 1.179 0.821 -1.41
H 2.299 1.764 -0.628 -0.50
H 3.287 2.070 0.868 0.60
H 2.782 -0.491 -0.701 0.16
H 3.547 -0.547 0.917 0.35
H 5.119 -0.512 -0.740 0.37
C 1.159 0.905 -2.786 -0.33
C 2.526 1.544 -3.074 -0.46
O 2.365 2.808 -3.678 -0.62
H 0.714 1.508 -1.995 -0.38
H 1.113 -0.029 -2.226 0.24
H 0.544 0.834 -3.683 0.41
H 3.063 0.983 -3.839 0.44
H 3.234 1.670 -2.254 0.28
H 2.588 3.524 -3.080 0.33
C 2.309 1.209 4.047 -1.46
C 1.037 0.609 3.355 -0.47
O 1.416 -0.503 2.500 -0.59
H 3.230 0.629 3.998 0.36
H 2.037 1.471 5.069 0.39
H 2.703 2.149 3.660 0.33
H 0.533 1.389 2.783 0.06
H 0.311 0.238 4.079 0.63
H 1.581 -1.263 3.063 0.11
```

***

ORCA calculation (ωB97M-V/def2-TZVPD) on a cluster of 7 separate species, C40H40N2O10 in total in a non-equilibrium geometry.

Properties
SMILES = Oc1ccc(O)cc1.Oc1ccc(O)cc1.Oc1ccc(O)cc1.Oc1ccc(O)cc1.Oc1ccc(O)cc1.c1ccncc1.c1ccncc1
relative energy (zero: lowest compared OMol25 entry of this formula, charge and spin) = 0.00 kcal/mol
2S+1 = 1

Geometry as XYZ:
```
92
Properties=species:S:1:pos:R:3:mulliken_charge:R:1
O -9.576 -36.215 3.937 -0.51
C -10.818 -36.724 3.914 0.34
C -11.930 -35.865 4.062 -0.32
C -13.374 -36.477 4.029 -0.67
C -13.408 -37.908 3.684 0.83
O -14.724 -38.407 3.565 -0.54
C -12.271 -38.582 3.416 -1.71
C -11.048 -38.037 3.643 -0.19
H -9.089 -36.593 3.345 0.27
H -11.866 -34.738 4.245 0.31
H -14.274 -35.931 4.143 0.46
H -14.761 -39.349 3.648 0.29
H -12.275 -39.430 3.073 1.25
H -10.222 -38.712 3.433 0.21
O -9.139 -45.214 0.276 -0.49
C -8.845 -44.303 -0.697 0.65
C -8.213 -43.168 -0.259 -0.51
C -7.939 -42.116 -1.253 -0.52
C -8.547 -42.196 -2.544 0.71
O -8.591 -41.188 -3.473 -0.49
C -9.183 -43.366 -2.871 -0.42
C -9.289 -44.529 -1.949 -0.64
H -9.640 -45.951 -0.055 0.30
H -7.797 -43.191 0.804 0.47
H -7.311 -41.094 -1.204 0.09
H -8.080 -40.496 -3.146 0.27
H -9.575 -43.495 -3.934 0.29
H -9.993 -45.312 -2.115 0.29
O -6.810 -45.483 8.097 -0.36
C -6.710 -46.818 7.966 0.66
C -7.972 -47.497 7.663 0.14
C -8.039 -49.034 7.755 -0.92
C -6.844 -49.659 8.134 0.42
O -6.879 -50.944 8.588 -0.53
C -5.656 -48.902 8.405 -0.32
C -5.562 -47.479 8.325 -0.51
H -7.559 -45.097 7.902 0.22
H -8.975 -46.974 7.360 0.05
H -9.032 -49.461 7.723 0.32
H -7.709 -51.259 8.852 0.30
H -4.740 -49.311 8.848 0.31
H -4.551 -47.071 8.719 0.28
O -9.747 -41.911 2.893 -0.38
C -9.915 -42.550 4.024 0.62
C -9.703 -43.974 4.094 -0.75
C -9.463 -44.573 5.458 -0.16
C -9.598 -43.900 6.590 0.49
O -9.337 -44.399 7.825 -0.32
C -9.956 -42.496 6.511 -0.45
C -10.135 -41.836 5.273 -1.21
H -9.893 -42.302 2.241 0.23
H -9.566 -44.599 3.255 0.61
H -9.023 -45.557 5.606 0.23
H -9.673 -43.747 8.650 0.10
H -9.903 -41.836 7.428 0.14
H -10.307 -40.866 5.121 0.71
O -6.940 -44.307 13.809 -0.59
C -7.978 -44.094 12.945 0.85
C -8.289 -44.939 11.906 -0.86
C -9.501 -44.781 11.103 -0.50
C -10.470 -43.849 11.520 0.72
O -11.538 -43.621 10.780 -0.49
C -10.152 -42.898 12.522 -0.48
C -8.900 -43.005 13.297 -0.73
H -7.014 -43.834 14.762 0.36
H -7.724 -45.776 11.634 0.51
H -9.870 -45.454 10.347 0.60
H -12.270 -43.159 11.242 0.31
H -11.068 -42.073 12.604 0.00
H -8.655 -42.536 14.207 0.34
C -6.445 -40.721 7.744 -0.64
C -7.311 -39.595 7.706 -0.23
C -8.311 -39.466 8.667 -0.35
N -8.498 -40.361 9.686 -0.53
C -7.869 -41.492 9.588 -0.08
C -6.823 -41.702 8.621 0.11
H -5.618 -40.880 7.123 0.51
H -6.921 -38.671 7.122 0.33
H -8.994 -38.613 8.702 0.40
H -8.121 -42.277 10.389 0.30
H -6.480 -42.836 8.617 0.17
C -14.397 -43.907 -0.998 -0.74
C -13.501 -43.697 0.091 0.04
C -12.745 -44.579 0.756 -0.04
N -12.950 -45.937 0.360 -0.54
C -13.744 -46.276 -0.665 -0.29
C -14.469 -45.302 -1.431 -0.20
H -14.812 -43.126 -1.473 0.54
H -13.369 -42.703 0.630 0.22
H -11.928 -44.335 1.552 0.24
H -13.921 -47.268 -0.810 0.51
H -15.086 -45.765 -2.274 0.29
```

***

ORCA calculation (ωB97M-V/def2-TZVPD) on a cluster of 13 separate species, C29H80Cl4O11S11 in total in a non-equilibrium geometry.

Properties
2S+1 = 1

Geometry as XYZ:
```
135
Properties=species:S:1:pos:R:3:mulliken_charge:R:1
C -4.495 1.966 -0.371 -1.00
S -3.789 1.135 1.015 1.13
O -2.348 1.492 1.037 -0.73
C -4.594 1.994 2.371 -1.26
H -4.241 1.435 -1.282 0.21
H -4.133 2.998 -0.403 0.23
H -5.582 2.033 -0.268 0.45
H -4.667 3.052 2.103 0.40
H -3.973 1.919 3.256 0.32
H -5.587 1.567 2.487 0.44
C -0.099 -3.988 2.201 -0.55
S 1.063 -4.672 1.021 0.14
O 1.002 -3.854 -0.216 -0.41
C 2.521 -4.192 1.931 -0.54
H 0.233 -2.976 2.464 -0.19
H -0.028 -4.609 3.093 0.53
H -1.088 -3.930 1.759 0.32
H 2.397 -4.482 2.977 0.43
H 2.630 -3.108 1.889 -0.22
H 3.380 -4.716 1.524 0.41
C 4.197 -3.349 -1.341 -1.33
S 3.362 -1.802 -1.058 1.21
O 4.407 -0.777 -0.848 -0.72
C 2.815 -1.572 -2.731 -0.91
H 4.980 -3.202 -2.084 0.44
H 3.459 -4.062 -1.725 0.36
H 4.558 -3.800 -0.419 0.32
H 2.247 -2.423 -3.103 0.33
H 3.688 -1.425 -3.377 0.57
H 2.274 -0.631 -2.734 -0.29
C -1.733 -2.306 5.886 -0.74
S -2.873 -2.351 4.513 0.59
O -4.191 -1.874 5.021 -0.72
C -2.241 -0.933 3.633 1.47
H -1.798 -1.356 6.407 0.14
H -0.745 -2.603 5.536 0.15
H -2.089 -3.103 6.543 0.48
H -2.833 -0.806 2.729 -0.54
H -1.208 -1.095 3.300 -0.63
H -2.244 -0.080 4.308 -0.39
C 1.077 4.043 -3.030 -0.84
S 2.751 3.439 -3.291 0.61
O 3.594 4.639 -3.119 -0.77
C 2.817 2.404 -1.841 0.17
H 0.892 4.738 -3.849 0.54
H 1.071 4.642 -2.118 0.18
H 0.325 3.255 -3.044 0.17
H 1.903 1.797 -1.840 -0.54
H 2.836 2.985 -0.920 -0.08
H 3.649 1.705 -1.929 0.49
C -0.452 0.806 6.052 -1.19
S 0.852 0.230 4.974 0.50
O 0.630 -1.203 4.686 -0.49
C 0.288 1.137 3.554 0.96
H -0.346 0.266 6.995 0.49
H -1.432 0.530 5.661 0.28
H -0.337 1.871 6.236 0.42
H -0.766 0.905 3.377 -0.63
H 0.889 0.881 2.687 -0.61
H 0.416 2.194 3.752 0.38
C 4.784 3.609 2.969 -1.09
S 3.351 3.889 1.949 0.52
O 2.795 2.564 1.604 -0.40
C 2.367 4.577 3.280 -0.94
H 4.546 2.963 3.811 0.20
H 5.125 4.587 3.307 0.46
H 5.528 3.108 2.352 0.40
H 1.310 4.385 3.120 0.16
H 2.562 5.639 3.409 0.44
H 2.601 4.058 4.218 0.38
C 4.138 -1.384 4.771 -0.77
S 4.635 0.049 3.793 0.66
O 6.049 -0.171 3.464 -0.71
C 3.672 -0.468 2.392 -0.28
H 3.079 -1.340 5.012 0.10
H 4.734 -1.353 5.683 0.40
H 4.414 -2.261 4.190 0.26
H 4.105 -1.384 1.986 0.52
H 3.698 0.270 1.592 0.07
H 2.625 -0.593 2.678 -0.22
C 2.829 2.122 -6.921 -0.84
S 3.237 0.634 -5.998 0.41
O 4.112 1.006 -4.873 -0.52
C 1.604 0.429 -5.313 0.11
H 2.498 2.891 -6.228 0.16
H 2.009 1.866 -7.594 0.36
H 3.708 2.400 -7.493 0.37
H 1.453 1.160 -4.514 -0.12
H 1.490 -0.553 -4.860 -0.42
H 0.795 0.589 -6.029 0.54
C 0.377 -0.098 0.252 1.33
S -0.841 -0.072 -1.061 -0.52
O -0.103 -0.196 -2.351 0.09
C -1.505 -1.699 -0.656 0.11
H 0.925 -1.038 0.268 -0.42
H -0.188 0.079 1.171 -0.56
H 1.045 0.753 0.111 0.15
H -0.684 -2.412 -0.590 -0.08
H -2.253 -1.923 -1.411 0.17
H -1.991 -1.588 0.318 -0.09
C -2.258 5.140 1.426 -0.82
S -1.501 4.727 -0.154 0.55
O -1.005 6.044 -0.639 -0.66
C -0.090 3.931 0.602 0.27
H -1.513 5.693 1.998 0.38
H -2.626 4.261 1.951 0.03
H -3.068 5.831 1.197 0.38
H 0.623 3.499 -0.092 -0.62
H -0.491 3.134 1.237 -0.04
H 0.384 4.681 1.233 0.33
C -6.051 -2.610 0.354 0.23
Cl -5.774 -2.103 2.030 -0.06
Cl -4.552 -3.371 -0.227 -0.10
Cl -7.377 -3.759 0.291 -0.09
Cl -6.366 -1.195 -0.657 -0.08
C -5.322 -2.909 -4.087 -1.08
C -4.754 -1.580 -4.613 -0.58
C -3.256 -1.382 -4.417 0.27
C -2.398 -2.501 -5.001 -0.94
C -0.982 -2.448 -4.543 1.28
C -0.180 -3.661 -5.047 -1.60
H -6.414 -2.821 -4.077 0.37
H -4.994 -3.145 -3.077 0.12
H -5.104 -3.750 -4.746 0.37
H -5.008 -1.417 -5.660 0.33
H -5.231 -0.786 -4.023 0.29
H -2.944 -1.180 -3.388 -0.37
H -3.007 -0.477 -4.987 0.34
H -2.824 -3.474 -4.741 0.37
H -2.412 -2.400 -6.092 0.28
H -0.515 -1.517 -4.876 -0.24
H -0.956 -2.424 -3.449 -0.34
H -0.544 -4.574 -4.573 0.36
H -0.311 -3.784 -6.127 0.38
H 0.891 -3.548 -4.877 0.37
```

***

Number 1: Kohn-Sham gap 9.0 eV, lowest unoccupied orbital energy 0.16 eV. Number 2: Kohn-Sham gap 8.1 eV, lowest unoccupied orbital energy 0.34 eV. Number 3: Kohn-Sham gap 7.7 eV, lowest unoccupied orbital energy -0.18 eV.